[1]
2 unconnected molecules or ions with the total composition C4H9NO2 in a non-equilibrium geometry, computed with the ωB97M-V functional and the def2-TZVPD basis.

The geometry in ORCA input format:
```
! wB97M-V def2-TZVPD RIJCOSX def2/J DEFGRID3
* xyz 0 1
C 0.412 -1.983 -2.263
N 0.282 -0.971 -1.240
C -0.831 -0.813 -0.684
O -1.050 0.087 0.323
C 0.027 0.624 1.023
C -0.170 2.074 1.337
O 0.745 2.321 2.355
H 0.748 -1.516 -3.194
H 1.192 -2.685 -1.954
H -0.517 -2.544 -2.454
H -1.766 -1.346 -0.908
H 0.344 0.187 2.385
H 0.974 0.400 0.531
H 0.066 2.537 0.360
H -1.221 2.307 1.587
H 0.764 1.321 2.797
*
```

Properties
LUMO energy in hartree: 0.032
E in hartree: -362.935415
HOMO level in eV: -9.99
M in g/mol: 103.1
Energy relative to the best compared isomer or geometry (same formula, charge and spin) in kJ/mol: 394.1

[2]
2 unconnected molecules or ions with the total composition C5H14N2O in a non-equilibrium geometry, computed with the ωB97M-V functional and the def2-TZVPD basis.

The geometry in ORCA input format:
```
! wB97M-V def2-TZVPD RIJCOSX def2/J DEFGRID3
* xyz 0 1
C -0.581 2.399 -0.870
C 0.510 1.797 -0.444
C 0.541 1.012 0.842
C -0.372 -0.251 0.834
N -1.269 -0.175 2.009
C 0.426 -1.569 0.997
N 0.490 -2.287 -0.286
H -1.499 2.224 -0.312
H -0.716 2.922 -1.806
H 1.401 1.669 -1.052
H 1.547 0.733 1.156
H 0.181 1.624 1.664
H -0.955 -0.429 -0.057
H -2.136 -0.634 1.719
H -1.511 0.763 2.297
H -0.125 -2.165 1.706
H 1.394 -1.420 1.477
H 0.604 -3.278 -0.140
H 1.275 -1.937 -0.818
O 0.605 -0.186 -2.909
H -0.234 0.227 -2.684
H 0.425 -1.038 -3.325
*
```

Properties
LUMO energy in hartree: 0.036
Structure (SMILES): C=CC[C@H](N)CN.O
E in hartree: -383.607004
HOMO level in eV: -8.99
M in g/mol: 118.2
Energy relative to the best compared isomer or geometry (same formula, charge and spin) in kJ/mol: 246.0

[3]
2 unconnected molecules or ions with the total composition C2H7Br2N2 in a non-equilibrium geometry, computed with the ωB97M-V functional and the def2-TZVPD basis.

The geometry in ORCA input format:
```
! wB97M-V def2-TZVPD RIJCOSX def2/J DEFGRID3
* xyz 1 1
C 1.011 -0.969 -0.766
C -0.742 0.447 -0.644
N 0.394 -2.169 -0.491
N -0.295 1.716 -0.028
Br 2.227 -0.239 0.547
Br -1.992 -0.544 0.505
H 1.393 -0.848 -1.709
H -1.165 0.293 -1.620
H -0.192 -2.549 -1.253
H 0.307 -2.484 0.478
H -0.247 2.558 -0.702
H 0.660 1.389 0.205
H -0.965 2.031 0.807
*
```

Properties
LUMO energy in hartree: -0.130
E in hartree: -5337.592920
HOMO level in eV: -12.84
M in g/mol: 218.9
Energy relative to the best compared isomer or geometry (same formula, charge and spin) in kJ/mol: 177.9

[4]
3 unconnected molecules or ions with the total composition CH4Cl2N2OS2 in a non-equilibrium geometry, computed with the ωB97M-V functional and the def2-TZVPD basis.

The geometry in ORCA input format:
```
! wB97M-V def2-TZVPD RIJCOSX def2/J DEFGRID3
* xyz 0 1
C 0.750 0.258 2.047
N -0.055 -1.278 -0.960
N 1.225 -0.608 1.301
O 4.013 0.225 0.068
S 1.807 1.870 -0.793
S 2.726 0.151 -0.583
Cl 1.085 -2.273 -1.814
Cl 0.763 -2.211 1.514
H -0.775 -0.934 -1.594
H -0.110 0.299 2.687
H 1.180 1.265 2.017
H -0.650 -1.817 -0.363
*
```

Properties
LUMO energy in hartree: -0.037
E in hartree: -1941.865453
HOMO level in eV: -9.20
M in g/mol: 195.1
Energy relative to the best compared isomer or geometry (same formula, charge and spin) in kJ/mol: 207.0